[1]
Below is C3H6O2 in the gas phase, with properties calculated with the ωB97M-V functional and the def2-TZVPD basis.

```
11
Properties=species:S:1:pos:R:3:forces:R:3:nbo_charge:R:1
C 0.823 1.064 -0.394 0.019 -0.002 -0.033 -0.63
C -0.180 0.483 0.586 -0.002 0.270 0.003 -0.09
O 0.023 -0.935 0.737 -0.081 -0.109 -0.105 -0.50
C -0.694 -1.712 -0.077 -0.271 0.023 -0.234 0.65
O -1.498 -1.333 -0.889 0.347 -0.188 0.272 -0.59
H 0.660 0.671 -1.402 -0.040 0.049 0.146 0.22
H 0.715 2.153 -0.427 0.026 -0.153 -0.007 0.22
H 1.848 0.824 -0.095 -0.145 0.054 0.017 0.21
H -1.206 0.665 0.257 0.156 -0.036 0.068 0.21
H -0.046 0.886 1.591 0.030 0.012 -0.094 0.19
H -0.445 -2.766 0.112 -0.039 0.081 -0.034 0.12
```
Positions in Å, forces in eV/Å.

net charge	0
Kohn-Sham gap	11.772	eV
ΔE to the lowest compared entry with this formula, charge and spin	10.94	kcal/mol
SMILES string	CCOC=O
HOMO	-10.77	eV

---

[2]
Below is a molecular structure, C22H30BCl5N4O4PS2Sc at a distorted geometry, with properties calculated with the ωB97M-V functional and the def2-TZVPD basis.

```
70
Properties=species:S:1:pos:R:3:forces:R:3:nbo_charge:R:1
Sc -0.011 -0.356 1.686 -1.597 0.738 -0.845 1.63
Cl 0.244 -1.736 4.156 0.393 -0.341 -0.280 0.06
C 1.835 -1.197 3.567 1.186 -0.721 0.785 -0.06
C 1.797 -0.083 2.773 2.972 1.414 0.806 -0.52
C 3.105 0.575 2.658 -0.611 -2.395 -0.113 -0.03
Cl 3.165 2.213 2.259 -0.107 0.644 -0.588 0.10
C 4.320 -0.138 2.873 -1.783 0.836 0.518 -0.11
Cl 5.830 0.569 2.508 0.180 0.136 -0.183 0.07
C 4.276 -1.355 3.574 -1.810 -0.093 -0.596 -0.09
Cl 5.677 -2.286 3.687 0.612 -0.474 0.543 0.09
C 3.028 -1.837 4.027 -0.211 0.569 0.039 -0.09
Cl 2.957 -3.057 5.259 0.035 0.035 -0.508 0.04
C -4.095 1.489 4.966 -1.122 1.115 -1.630 -0.41
N -4.106 0.809 3.646 3.068 0.150 -0.315 -0.36
C -5.062 -0.032 3.179 -0.201 -0.797 -0.863 -0.08
C -4.663 -0.513 1.974 0.000 -0.163 -0.474 -0.06
N -3.408 -0.009 1.663 -0.168 0.974 2.366 -0.51
B -2.901 0.062 0.175 1.925 -1.538 0.721 0.26
N -2.944 -1.388 -0.470 -0.583 -0.761 0.600 -0.48
C -3.892 -1.786 -1.381 -0.542 -1.445 -0.124 -0.05
C -3.994 -3.167 -1.373 0.583 0.447 -1.336 -0.09
N -2.977 -3.587 -0.558 0.813 -0.664 0.692 -0.34
C -2.509 -4.974 -0.306 1.563 1.645 2.146 -0.42
C -2.368 -2.519 0.038 -1.850 0.538 -2.061 0.25
S -1.169 -2.726 1.146 1.818 0.389 1.844 -0.28
C -2.986 0.733 2.779 -2.309 -0.457 -0.803 0.27
S -1.455 1.415 3.135 0.031 -0.389 -0.573 -0.26
H -5.156 1.802 5.166 1.033 -0.701 0.175 0.22
H -3.540 2.436 4.882 -0.020 -0.498 -0.126 0.24
H -3.625 0.882 5.705 0.025 -0.489 0.676 0.22
H -5.858 -0.373 3.792 -0.700 0.183 0.234 0.22
H -5.139 -1.201 1.262 0.113 0.485 0.632 0.23
H -1.692 0.206 0.218 -0.117 0.781 0.101 -0.09
H -3.543 0.832 -0.416 -0.264 0.457 -0.621 -0.03
H -4.335 -1.074 -2.044 -0.455 0.203 0.084 0.24
H -4.451 -3.948 -2.017 0.059 1.202 0.516 0.23
H -2.767 -5.693 -1.047 -0.769 -0.224 -0.530 0.22
H -2.844 -5.202 0.750 0.364 -0.349 -1.328 0.22
H -1.366 -4.914 -0.281 -1.600 -0.172 0.010 0.24
C -0.255 4.366 -1.483 -0.452 0.435 -1.056 -0.61
C 0.494 3.330 -2.364 0.281 0.528 1.894 0.27
C 1.881 3.788 -2.801 0.094 1.254 1.924 -0.63
C -0.294 2.830 -3.500 -1.244 -1.564 -2.357 -0.66
O 0.655 2.287 -1.345 0.432 -1.435 -0.244 -0.85
P 0.990 0.700 -1.437 -2.611 0.976 -0.534 2.60
O 0.234 -0.108 -2.447 0.830 0.873 1.018 -1.12
O 0.703 0.325 0.044 0.323 -0.403 0.148 -1.19
O 2.537 0.687 -1.625 0.860 0.041 -1.049 -0.84
C 3.194 -0.407 -2.336 2.321 -0.357 2.135 0.28
C 4.734 -0.055 -2.149 -1.277 -0.441 -1.542 -0.61
C 2.918 -0.561 -3.772 -1.978 -0.020 -1.829 -0.66
C 2.840 -1.671 -1.540 1.899 -0.670 0.089 -0.65
H -0.661 5.178 -2.153 0.472 -0.547 0.809 0.20
H 0.444 4.773 -0.725 -0.564 -0.162 -0.406 0.22
H -1.126 3.858 -0.992 0.848 0.460 -0.389 0.23
H 1.880 4.614 -3.514 -0.295 -0.114 -0.072 0.21
H 2.392 2.954 -3.205 0.717 -0.777 -0.499 0.22
H 2.437 4.160 -1.884 -0.481 -0.566 -1.043 0.22
H -0.188 3.421 -4.446 -0.038 -0.116 0.993 0.21
H -1.377 2.734 -3.281 0.557 0.165 0.030 0.22
H 0.020 1.784 -3.788 -0.168 1.049 0.369 0.26
H 5.003 0.728 -2.897 -0.220 -0.042 1.069 0.21
H 5.347 -0.900 -2.460 -0.123 -0.311 0.133 0.20
H 4.923 0.148 -1.114 0.285 0.582 0.397 0.22
H 2.801 0.421 -4.308 0.315 -0.874 0.462 0.22
H 1.947 -1.117 -3.887 0.854 0.646 -0.151 0.24
H 3.707 -1.172 -4.242 -0.209 0.388 0.177 0.22
H 3.099 -1.454 -0.496 -0.454 -0.095 0.024 0.21
H 3.528 -2.524 -1.795 -0.687 0.726 -0.140 0.21
H 1.815 -1.992 -1.667 -0.240 0.101 0.052 0.24
```
Positions in Å, forces in eV/Å.

net charge	0
Kohn-Sham gap	7.937	eV
ΔE to the lowest compared entry with this formula, charge and spin	33.89	kcal/mol
HOMO	-8.12	eV

---

[3]
Below is 5 unconnected molecules or ions with the total composition C26H70BrN8O8, with properties calculated with the ωB97M-V functional and the def2-TZVPD basis.

```
113
Properties=species:S:1:pos:R:3:forces:R:3:mulliken_charge:R:1
N -3.553 0.607 2.088 0.040 0.032 -0.071 -0.42
C -2.478 0.158 2.935 -0.111 -0.349 0.125 0.76
N -2.868 0.412 4.309 0.329 0.089 0.054 -0.58
N -2.333 -1.272 2.746 0.156 0.267 -0.093 -0.43
C -1.093 0.781 2.587 -0.061 0.073 -0.353 -1.01
N -0.856 2.161 3.126 0.207 -0.268 -0.261 0.03
Br -1.794 3.561 2.265 -0.078 -0.025 0.139 0.09
H -3.885 1.539 2.276 -0.050 0.008 0.072 0.28
H -3.371 0.480 1.102 0.017 0.014 -0.034 0.23
H -2.371 -0.156 4.979 -0.072 -0.072 0.021 0.25
H -2.953 1.373 4.611 -0.163 0.008 -0.038 0.27
H -1.374 -1.584 2.829 0.017 -0.018 -0.017 0.22
H -2.667 -1.550 1.825 -0.273 -0.175 0.124 0.21
H -0.276 0.184 2.998 -0.019 0.057 0.175 0.59
H -0.959 0.819 1.506 0.047 0.058 0.032 0.04
H 0.174 2.377 3.026 0.200 -0.036 0.106 0.33
H -1.100 2.166 4.119 -0.128 0.069 0.012 0.55
C 2.264 2.834 4.290 0.093 -0.023 0.112 -1.00
O 1.837 2.563 2.952 -0.285 0.098 0.031 -0.58
C 1.915 3.700 2.065 -0.122 0.503 0.026 -0.44
C 3.055 3.650 1.086 0.238 -0.418 0.026 0.08
N 4.341 3.838 1.732 -0.055 -0.089 0.041 -0.29
C 5.493 3.620 0.856 0.014 0.107 0.025 -0.79
C 5.691 2.220 0.292 0.010 -0.050 -0.095 -0.16
O 6.044 1.252 1.265 0.032 0.054 0.044 -0.46
C 4.987 0.644 1.967 0.006 -0.046 -0.051 -0.28
H 2.042 1.950 4.887 0.003 0.003 -0.037 0.27
H 3.335 3.028 4.346 -0.005 -0.001 -0.073 0.39
H 1.741 3.702 4.706 -0.018 -0.046 -0.056 0.39
H 1.966 4.611 2.669 0.028 0.010 -0.014 0.30
H 0.980 3.726 1.500 0.025 -0.045 -0.032 0.18
H 2.904 4.456 0.362 -0.015 -0.014 -0.044 0.24
H 2.974 2.698 0.538 -0.020 0.067 -0.075 -0.07
H 4.421 3.220 2.528 0.029 -0.038 0.004 0.10
H 6.392 3.883 1.417 -0.019 0.026 0.013 0.36
H 5.422 4.326 0.023 -0.011 -0.022 -0.023 0.41
H 6.532 2.258 -0.402 0.002 -0.006 -0.004 0.42
H 4.821 1.878 -0.284 -0.022 0.009 0.060 0.07
H 4.085 0.572 1.347 -0.041 -0.018 -0.017 -0.05
H 4.734 1.175 2.893 -0.006 0.030 -0.010 0.21
H 5.306 -0.361 2.240 -0.014 0.000 -0.006 0.39
C 3.865 -5.537 -0.566 0.067 -0.049 0.001 -0.72
O 4.232 -4.385 0.167 -0.143 0.049 -0.004 -0.36
C 4.840 -3.355 -0.600 0.124 -0.051 -0.029 -0.97
C 3.954 -2.132 -0.647 -0.062 0.072 -0.017 0.22
N 2.745 -2.383 -1.415 -0.014 -0.083 0.181 -0.27
C 1.742 -1.336 -1.351 -0.099 -0.181 -0.122 -0.97
C 1.126 -1.011 0.005 0.011 0.262 0.074 0.38
O 0.313 -2.022 0.565 -0.039 -0.019 0.072 -0.44
C 1.002 -3.039 1.277 -0.022 0.003 -0.004 -0.74
H 3.547 -6.287 0.155 -0.009 -0.001 0.002 0.24
H 3.042 -5.346 -1.265 0.025 0.033 -0.007 0.30
H 4.711 -5.933 -1.135 0.004 -0.014 0.003 0.36
H 5.063 -3.709 -1.610 -0.035 0.032 -0.019 0.44
H 5.783 -3.086 -0.117 0.013 -0.037 -0.001 0.39
H 4.507 -1.309 -1.111 -0.028 -0.002 0.011 0.29
H 3.746 -1.847 0.394 0.050 0.058 0.037 -0.10
H 2.337 -3.259 -1.112 0.011 -0.019 -0.059 0.20
H 0.927 -1.616 -2.024 0.013 0.046 -0.008 0.45
H 2.182 -0.416 -1.749 0.027 0.035 -0.004 0.26
H 0.461 -0.150 -0.139 0.046 0.006 -0.032 0.06
H 1.894 -0.707 0.732 0.026 -0.028 -0.009 0.13
H 1.899 -2.646 1.764 0.004 -0.011 0.010 0.30
H 1.296 -3.870 0.632 0.029 0.017 -0.005 0.22
H 0.322 -3.427 2.035 -0.008 -0.011 0.000 0.35
C -0.476 6.515 -5.425 -0.047 0.053 -0.015 -0.72
O -0.764 6.341 -4.050 0.112 -0.077 0.012 -0.36
C -1.802 5.416 -3.767 -0.107 0.064 -0.031 -0.86
C -1.257 4.200 -3.053 0.070 -0.065 0.033 -0.03
N -0.419 3.401 -3.930 0.101 0.119 0.070 -0.27
C 0.311 2.324 -3.278 -0.044 0.017 -0.153 -1.09
C 1.348 2.699 -2.227 0.005 -0.058 0.225 0.95
O 2.487 3.365 -2.722 0.041 0.031 -0.024 -0.45
C 2.373 4.769 -2.863 0.034 -0.001 0.025 -0.68
H 0.228 7.341 -5.500 0.010 -0.001 -0.001 0.24
H -0.026 5.624 -5.875 -0.030 -0.017 0.016 0.31
H -1.377 6.768 -5.990 0.000 0.012 -0.008 0.36
H -2.317 5.122 -4.686 0.019 -0.045 0.001 0.42
H -2.526 5.914 -3.116 -0.007 0.022 -0.026 0.39
H -2.097 3.583 -2.715 0.005 -0.008 0.012 0.36
H -0.727 4.562 -2.157 -0.042 -0.015 0.018 0.06
H 0.236 4.007 -4.407 -0.021 -0.011 -0.040 0.17
H 0.824 1.749 -4.053 -0.022 -0.017 0.005 0.38
H -0.418 1.649 -2.813 0.003 -0.005 0.020 0.39
H 1.718 1.766 -1.795 0.028 -0.033 0.048 -0.40
H 0.907 3.279 -1.401 -0.045 0.032 -0.067 -0.10
H 1.716 5.195 -2.098 -0.010 0.015 -0.001 0.25
H 1.994 5.062 -3.845 -0.040 -0.007 0.011 0.28
H 3.372 5.190 -2.746 0.003 -0.003 -0.002 0.31
C -5.097 -6.190 -2.653 -0.033 -0.042 -0.051 -0.72
O -6.188 -5.614 -1.968 0.094 0.088 0.062 -0.35
C -6.661 -6.365 -0.857 -0.067 -0.108 -0.044 -0.80
C -6.412 -5.629 0.439 0.053 0.079 0.042 -0.20
N -4.989 -5.553 0.735 -0.031 0.115 -0.106 -0.28
C -4.637 -4.693 1.856 0.063 -0.117 -0.005 -0.85
C -4.953 -3.208 1.757 -0.076 0.103 0.157 -0.44
O -4.191 -2.519 0.774 0.134 0.011 -0.128 -0.32
C -4.702 -2.561 -0.547 0.045 0.072 -0.002 -0.77
H -4.930 -5.594 -3.548 0.007 0.006 -0.001 0.24
H -4.178 -6.194 -2.054 -0.027 -0.016 0.026 0.29
H -5.312 -7.220 -2.953 0.001 -0.003 -0.014 0.36
H -6.189 -7.351 -0.837 0.021 0.009 0.046 0.41
H -7.738 -6.505 -0.981 0.005 -0.010 -0.037 0.40
H -6.914 -6.163 1.251 0.004 0.010 0.016 0.38
H -6.887 -4.641 0.350 -0.042 -0.027 0.029 0.17
H -4.498 -5.240 -0.093 0.020 -0.021 -0.001 0.09
H -3.561 -4.791 2.023 -0.013 -0.010 0.026 0.37
H -5.132 -5.080 2.753 -0.012 0.000 0.004 0.41
H -4.687 -2.747 2.710 0.002 0.028 -0.021 0.30
H -6.019 -3.015 1.593 0.005 -0.060 -0.058 0.39
H -5.793 -2.612 -0.549 -0.011 -0.009 -0.015 0.32
H -4.311 -3.405 -1.120 -0.041 -0.038 0.028 0.20
H -4.393 -1.644 -1.051 -0.015 0.009 0.006 0.35
```
Positions in Å, forces in eV/Å.

net charge	+1
Kohn-Sham gap	5.841	eV
HOMO	-10.29	eV

---

[4]
Below is C5H10O in the gas phase at a distorted geometry, with properties calculated with the ωB97M-V functional and the def2-TZVPD basis.

```
16
Properties=species:S:1:pos:R:3:forces:R:3:nbo_charge:R:1
C 2.527 0.703 -0.084 -0.829 -0.103 -0.031 -0.48
C 1.633 0.407 -1.017 -2.802 1.173 -0.228 0.11
O -0.021 0.590 -0.878 6.524 -0.219 -1.823 -0.54
C -0.415 -0.009 0.251 -5.446 1.204 1.329 0.16
C -2.111 0.722 0.273 2.813 -1.800 0.909 -0.62
C -0.518 -1.515 0.207 0.264 -0.051 0.203 -0.66
H 3.583 0.811 -0.331 -0.290 -0.412 -0.085 0.23
H 2.254 0.885 0.950 -0.071 0.142 -0.129 0.21
H 1.865 0.213 -2.059 -0.264 0.051 0.168 0.20
H 0.043 0.365 1.177 0.115 -0.052 -0.186 0.15
H -2.797 -0.028 -0.116 0.020 0.033 0.015 0.20
H -2.286 0.907 1.333 -0.349 0.087 -0.120 0.19
H -2.151 1.639 -0.311 0.320 -0.113 0.030 0.21
H 0.464 -1.962 0.388 -0.021 -0.071 -0.058 0.21
H -1.196 -1.876 0.987 0.073 0.025 -0.093 0.22
H -0.873 -1.851 -0.770 -0.057 0.107 0.099 0.22
```
Positions in Å, forces in eV/Å.

net charge	0
Kohn-Sham gap	10.530	eV
ΔE to the lowest compared entry with this formula, charge and spin	74.93	kcal/mol
SMILES string	C=COC(C)C
HOMO	-9.41	eV